{"formula": "C36H62N10OSi3", "method": "wB97M-V/def2-TZVPD", "e_homo_ha": -0.3360, "max_force_ev_per_a": 1.39, "e_lumo_ev": -0.168, "orbital_gap_ha": 0.330, "energy_ev": -78918.4965, "elements": ["C", "Si", "C", "C", "C", "C", "C", "C", "C", "C", "C", "Si", "O", "Si", "C", "C", "C", "C", "C", "C", "H", "H", "H", "H", "H", "H", "H", "H", "H", "H", "H", "H", "H", "H", "H", "H", "H", "H", "H", "H", "H", "H", "H", "H", "H", "H", "H", "H", "H", "H", "H", "H", "C", "C", "N", "H", "H", "H", "C", "C", "N", "H", "H", "H", "C", "C", "N", "H", "H", "H", "C", "C", "N", "H", "H", "H", "C", "C", "N", "H", "H", "H", "C", "C", "N", "H", "H", "H", "C", "C", "N", "H", "H", "H", "C", "C", "N", "H", "H", "H", "C", "C", "N", "H", "H", "H", "C", "C", "N", "H", "H", "H"], "positions_angstrom": [[0.362744, 1.664576, 1.335197], [2.032936, 1.213933, 0.569443], [2.331715, -0.597615, 1.046891], [2.047560, 1.350564, -1.305020], [1.461370, 2.708239, -1.794224], [2.541171, 3.692219, -2.256597], [2.237161, 5.169293, -1.937491], [0.763203, 5.589786, -2.099117], [-0.072453, 5.575031, -0.805245], [-1.574581, 5.367831, -1.092763], [-1.999712, 3.873651, -1.145240], [-3.356776, 3.400802, 0.072498], [-4.698358, 2.908474, -0.826212], [-6.112061, 2.872393, 0.095360], [3.310877, 2.294100, 1.431394], [3.032129, 3.654630, 1.637365], [3.908751, 4.500392, 2.292116], [5.114727, 3.978461, 2.761486], [5.435682, 2.643636, 2.549608], [4.540567, 1.808175, 1.886527], [-0.389842, 0.922098, 1.061546], [0.017998, 2.666315, 1.079507], [0.478595, 1.588341, 2.417708], [1.370083, -1.081001, 1.218150], [2.854835, -1.086764, 0.226249], [2.867739, -0.617607, 1.994301], [1.472617, 0.509005, -1.693895], [3.077936, 1.274791, -1.657692], [0.797441, 2.483669, -2.630099], [0.897663, 3.130984, -0.972112], [3.457341, 3.428830, -1.720632], [2.765825, 3.537736, -3.313251], [2.630585, 5.445151, -0.959254], [2.809524, 5.764384, -2.653691], [0.260013, 5.053394, -2.905303], [0.772853, 6.635366, -2.416672], [0.263890, 4.809895, -0.104995], [0.045668, 6.532942, -0.297199], [-1.762410, 5.793846, -2.080444], [-2.199445, 5.944215, -0.410444], [-2.390951, 3.672449, -2.143472], [-1.176364, 3.186009, -0.967326], [-3.676418, 4.529052, 0.971443], [-2.940934, 2.229894, 0.880883], [-5.885298, 1.903759, 1.191430], [-7.183702, 2.411841, -0.800239], [-6.362539, 4.220983, 0.632796], [2.090172, 4.049147, 1.266829], [3.671664, 5.543881, 2.446754], [5.783354, 4.638251, 3.297894], [6.379609, 2.268175, 2.922601], [4.777291, 0.767182, 1.703500], [1.929319, 2.208160, -6.418910], [1.917274, 1.033439, -5.553204], [1.907857, 0.117897, -4.863099], [2.946078, 2.412468, -6.748224], [1.300766, 2.032768, -7.289723], [1.551105, 3.070800, -5.873234], [-0.869739, -2.110677, 3.844913], [0.404080, -1.529400, 4.249154], [1.408094, -1.061124, 4.547515], [-0.800816, -2.520303, 2.838279], [-1.152085, -2.905017, 4.531654], [-1.637356, -1.337580, 3.857786], [-3.775224, -4.931115, 4.074149], [-2.657779, -4.894780, 3.136706], [-1.782628, -4.880083, 2.394652], [-3.415966, -4.827372, 5.095319], [-4.460875, -4.119887, 3.859031], [-4.298736, -5.880652, 3.974422], [-0.641293, -2.106996, -2.615183], [-0.898636, -2.300998, -1.190677], [-1.121235, -2.453113, -0.075328], [-1.585499, -1.998945, -3.147173], [-0.039684, -1.211190, -2.767402], [-0.107119, -2.964873, -3.017077], [-5.433070, -0.579656, 4.221686], [-5.462741, -1.830699, 4.967485], [-5.486793, -2.808041, 5.567585], [-4.409053, -0.327325, 3.970130], [-6.007951, -0.680269, 3.315881], [-5.861380, 0.217202, 4.831969], [-0.203571, -2.262417, -6.828270], [-0.204498, -3.406037, -5.924048], [-0.212070, -4.305549, -5.213339], [0.808235, -2.067150, -7.177096], [-0.843251, -2.467119, -7.684688], [-0.573015, -1.382476, -6.305014], [-4.008775, -0.554086, -0.796777], [-4.388439, -0.921436, 0.560324], [-4.682679, -1.210780, 1.630053], [-4.901058, -0.404105, -1.402215], [-3.430165, 0.368110, -0.780024], [-3.406352, -1.349522, -1.230458], [0.768948, -6.992044, 1.088769], [2.093479, -7.604828, 1.113401], [3.133906, -8.085737, 1.132776], [0.608019, -6.499298, 0.131704], [0.002496, -7.752226, 1.230366], [0.683396, -6.254158, 1.883209], [-2.893475, -8.479574, -0.655668], [-3.170994, -8.717899, 0.759188], [-3.393453, -8.905520, 1.867711], [-3.828388, -8.336726, -1.193396], [-2.277723, -7.589230, -0.768889], [-2.366074, -9.332046, -1.078993], [7.701146, -0.669766, 2.171055], [8.755055, 0.236292, 2.615460], [9.571501, 0.960168, 2.966231], [7.874150, -1.660510, 2.584981], [6.739582, -0.280165, 2.499418], [7.703732, -0.731565, 1.084354]], "atomic_forces_ev_per_a": [[0.307, -0.125, -0.241], [-0.167, -0.852, 0.697], [-0.186, 0.887, -0.164], [-0.086, 0.765, 0.183], [0.509, -0.845, -0.239], [0.093, 0.029, 0.925], [-0.109, -0.102, -1.041], [0.334, 0.544, 0.557], [-0.600, -0.021, -0.105], [0.413, -0.205, -0.312], [-0.574, 0.419, 0.261], [0.552, -0.385, -1.046], [-0.283, 0.488, 1.274], [0.479, -0.280, -0.760], [0.151, 0.401, -0.210], [-0.258, -0.205, -0.201], [0.390, -0.416, 0.068], [-0.267, 0.214, -0.066], [-0.096, 0.056, 0.037], [-0.210, 0.257, -0.108], [-0.100, 0.092, -0.186], [-0.159, 0.027, 0.096], [0.042, 0.135, 0.063], [-0.016, -0.133, -0.147], [0.183, -0.299, 0.239], [0.204, -0.300, -0.075], [0.089, -0.089, -0.097], [-0.005, -0.341, -0.097], [-0.343, 0.270, 0.115], [-0.262, 0.227, -0.154], [0.120, 0.060, -0.087], [-0.118, 0.083, -0.097], [-0.211, -0.085, 0.181], [0.139, 0.061, 0.097], [0.080, -0.315, 0.057], [-0.110, -0.001, -0.176], [0.090, -0.012, 0.044], [0.180, 0.009, 0.049], [-0.109, 0.142, 0.016], [0.076, -0.065, 0.207], [-0.022, -0.305, 0.002], [0.206, 0.077, -0.103], [-0.176, 0.014, 0.033], [-0.046, 0.020, 0.114], [-0.144, 0.060, 0.084], [-0.120, 0.020, 0.057], [-0.143, -0.002, 0.047], [-0.009, 0.076, 0.080], [-0.047, 0.028, 0.000], [0.160, -0.111, 0.002], [0.045, -0.069, -0.031], [0.122, -0.039, 0.125], [0.019, -0.028, 0.029], [0.009, 0.174, -0.040], [-0.116, -0.171, 0.061], [0.003, 0.008, -0.002], [0.002, 0.012, -0.009], [0.004, 0.005, 0.005], [-0.007, 0.120, -0.025], [-0.025, 0.003, -0.075], [0.076, 0.047, 0.028], [0.006, -0.018, 0.005], [0.021, -0.015, -0.001], [-0.025, -0.016, -0.008], [0.127, -0.129, -0.187], [-0.104, -0.186, 0.022], [0.086, -0.074, -0.047], [-0.027, 0.037, 0.010], [-0.032, 0.014, 0.018], [0.018, -0.017, 0.008], [0.089, 0.028, 0.125], [0.036, 0.020, -0.164], [-0.006, 0.106, 0.119], [-0.004, -0.032, -0.020], [0.025, -0.012, -0.012], [-0.023, -0.013, -0.026], [-0.252, 0.291, 0.711], [-0.033, 0.184, 0.016], [-0.046, -0.040, 0.088], [0.007, 0.017, -0.096], [-0.045, -0.001, -0.101], [0.048, -0.070, 0.089], [0.002, -0.001, -0.019], [0.009, 0.066, -0.122], [-0.020, -0.067, 0.095], [0.017, 0.011, 0.035], [-0.011, -0.013, 0.008], [0.030, 0.020, -0.001], [-0.024, -0.009, -0.054], [0.120, 0.026, -0.115], [0.166, -0.254, -0.450], [-0.003, 0.039, 0.004], [-0.017, -0.007, 0.003], [-0.012, -0.011, 0.055], [0.049, -0.008, 0.008], [-0.165, 0.044, -0.016], [0.135, -0.060, -0.008], [0.000, 0.042, 0.016], [0.000, 0.004, 0.052], [-0.075, 0.022, -0.023], [0.003, -0.011, 0.089], [0.045, 0.053, -0.222], [-0.020, 0.000, 0.154], [0.000, 0.006, -0.013], [-0.012, 0.018, 0.016], [-0.002, -0.010, 0.002], [0.111, 0.111, -0.035], [-0.099, -0.051, -0.068], [0.108, 0.092, 0.046], [-0.106, -0.011, 0.026], [-0.042, -0.130, 0.045], [-0.001, -0.010, -0.002]], "mulliken_charge": [-0.950, -0.088, -1.011, -0.209, 1.604, -1.023, -0.887, -0.942, 0.198, -1.474, 0.496, 0.439, -0.252, 0.473, -0.029, 0.105, -0.843, -0.573, -0.314, 0.144, 0.255, 0.287, 0.462, 0.085, 0.293, 0.400, -0.547, 0.649, 0.685, -1.585, 0.346, 0.343, 0.302, 0.427, 0.409, 0.469, -0.252, 0.504, 0.328, 0.545, 0.578, -0.580, -0.236, -0.155, -0.150, -0.160, -0.146, 0.225, 0.429, 0.382, 0.288, 0.157, -0.814, 0.420, -0.390, 0.284, 0.318, 0.220, -0.193, 0.271, -0.476, -0.004, 0.291, 0.077, -0.780, 0.349, -0.288, 0.321, 0.093, 0.343, -0.631, 0.257, -0.320, 0.403, 0.094, 0.245, -0.604, 0.449, -0.494, 0.114, 0.227, 0.385, -0.724, 0.400, -0.431, 0.237, 0.331, 0.221, -0.391, 0.310, -0.378, 0.372, -0.076, 0.049, -0.399, 0.168, -0.366, 0.241, 0.128, 0.201, -0.731, 0.351, -0.405, 0.308, 0.220, 0.274, -0.549, 0.324, -0.392, 0.320, 0.073, 0.247]}